Entry from OMol25: C16H32AsBr12F6N4O4 as an isolated structure at a distorted geometry (ωB97M-V with the def2-TZVPD basis set).

Calculated values
**Gap between HOMO and LUMO**: 0.3113 Eh
**Highest occupied orbital energy**: -7.500 eV
**Net charge**: -1
**LUMO energy**: 0.03574 hartree

Last column: Mulliken charge in e.
Element x y z (Å)
H 8.4773 1.2310 -0.4140  0.228
Br -6.2623 -2.6156 -3.8241  -0.010
C -1.7915 -2.4028 -7.6729  -0.916
Br 1.0399 4.4638 -3.9284  0.032
H -1.0632 4.4496 2.9136  0.277
H 10.5850 2.2549 0.4037  0.339
C -0.8632 -1.2827 -7.8929  0.730
F -0.9563 0.2872 -1.7606  -0.489
H -6.6018 1.5680 4.3128  0.303
Br -8.8662 -0.6349 -3.1196  -0.033
As -0.7571 -1.2361 -0.8831  2.074
H 1.6397 -4.5871 3.2111  0.320
H -7.3806 -2.5555 6.2574  0.310
C -0.0717 4.1558 3.2582  -0.869
C -6.6723 -0.5337 6.4512  0.702
N 7.8923 1.8675 0.1082  -0.184
C -0.3265 1.2636 5.7811  -1.113
O 7.9005 3.6665 1.4829  -0.620
C 1.1871 -0.1221 -7.2048  -0.994
H 6.2098 2.6512 -0.6451  0.265
N -6.5793 -0.2078 5.2069  -0.194
H 1.2465 0.3573 -8.1819  0.356
Br 1.8098 6.6701 -6.1610  -0.038
H -6.2891 -0.6086 -2.3923  0.390
O -6.1233 0.0104 7.3676  -0.626
O -0.8729 -0.8669 -9.0888  -0.689
H 0.0039 -1.3357 -6.0426  0.196
Br -6.1846 0.6256 -4.5749  -0.012
Br -0.8498 4.7891 -6.5712  -0.020
C -0.2657 2.6968 5.3607  0.749
N -0.0053 2.8660 4.0514  -0.171
H 0.3871 4.0404 2.2762  0.349
H -0.9534 0.6738 5.1125  0.323
F 0.9318 -1.3777 -1.5436  -0.524
F -1.4590 -2.1101 -2.3460  -0.547
F -2.4129 -1.1608 -0.2313  -0.506
F -0.5746 -2.8424 -0.0524  -0.525
H -5.2456 1.3872 5.4730  0.308
Br 2.7439 -6.2258 -4.3976  -0.038
H 2.2410 -5.4534 -1.9706  0.375
Br 1.2300 -4.6246 5.7501  -0.034
C 8.5320 2.7365 0.9652  0.627
H 0.4242 4.9684 3.7891  0.285
N 0.0630 -0.9499 -6.9742  -0.124
C -6.8788 -0.7676 -3.2951  -0.335
H -5.1391 0.5339 3.8995  0.268
C 9.9931 2.6290 1.2390  -0.965
H -7.7419 -1.8470 7.8602  0.288
Br 4.6230 -4.6932 -2.2576  -0.022
H 5.9156 1.8149 0.8966  0.253
Br 1.4239 -7.0084 3.7145  0.011
H 0.7204 0.9711 5.7006  0.321
C 6.4511 1.7694 -0.0517  -0.793
H 6.0501 0.9090 -0.5875  0.332
Br 4.0157 -4.9978 3.9111  -0.029
F -0.1614 -0.4795 0.5835  -0.489
H -2.0307 -2.9686 -8.5733  0.284
C -7.7761 -1.6862 6.7826  -1.085
H -2.7225 -1.9456 -7.3379  0.224
H 0.9588 0.7782 -6.6343  0.344
O -0.5549 3.5649 6.2200  -0.666
H -1.3627 -3.0004 -6.8685  0.285
H -7.1669 -0.6728 4.5297  0.226
C 2.0122 -5.2242 4.0132  -0.267
H 2.1417 -0.3931 -6.7538  0.306
H -8.8233 -1.5159 6.5323  0.307
H 0.3024 2.0239 3.5863  0.244
H -0.6655 1.1018 6.8043  0.273
Br 3.4081 -7.6789 -1.5487  0.007
C 3.0796 -5.9876 -2.4173  -0.321
C -5.8101 0.9103 4.6716  -0.807
H 10.1937 2.0590 2.1461  0.234
C 0.2972 5.7652 -5.1968  -0.364
H -0.2970 6.4724 -4.6182  0.389
H 10.4277 3.6171 1.3904  0.286

---

Entry from OMol25: one molecule with the formula C3H3NO3S3 at a distorted geometry (ωB97M-V with the def2-TZVPD basis set).

Calculated values
**Gap between HOMO and LUMO (alpha / beta)**: 0.2537 / 0.2382 Eh
**Highest occupied orbital energy (alpha / beta)**: -9.004 / -8.894 eV
**LUMO energy (alpha / beta)**: -0.07722 / -0.08867 hartree
**ΔE to the lowest compared entry with this formula, charge and spin**: 3.671 eV

Last column: Mulliken charge in e.
Element x y z (Å)
O 2.3927 -0.3707 -3.1427  -0.661
C -1.9913 -0.0102 1.3060  -0.480
S 0.7417 -0.2964 0.3058  0.634
O 1.4125 1.1657 -1.9342  -0.449
H 1.0419 1.4330 -2.7114  0.307
S -2.0167 1.4696 0.0923  -0.032
H -1.1679 -0.7827 3.3216  0.161
C -0.9750 0.0935 0.2774  0.219
N 1.9719 -0.1803 -2.0245  0.756
H -2.7553 -0.6348 1.2473  0.482
C 1.9520 -0.9595 -0.9871  -0.288
S -1.4310 0.4506 2.9548  -0.161
O 0.8245 -1.3776 1.2948  -0.488

---

Entry from OMol25: one molecule with the formula C4H7NO at a distorted geometry (ωB97M-V with the def2-TZVPD basis set).

Calculated values
**Gap between HOMO and LUMO**: 0.3495 Eh
**Highest occupied orbital energy**: -8.733 eV
**SMILES**: CC(=O)[C@H]1CN1
**LUMO energy**: 0.02854 hartree
**ΔE to the lowest compared entry with this formula, charge and spin**: 3.979 eV

Last column: Mulliken charge in e.
Element x y z (Å)
H 2.5765 -0.5402 -0.1853  0.273
C -1.7364 -0.3448 0.0176  -0.464
C -0.3520 -0.1049 -0.8317  -0.206
H 1.3307 -1.2071 0.8801  0.312
C 0.7552 0.5951 -0.1278  0.679
N -1.5822 0.6478 -0.9968  -0.513
O 0.8367 1.8157 -0.1385  -0.601
H -1.3960 1.5217 -0.4938  0.297
H 2.2407 0.2598 1.3670  0.329
H -1.6575 -0.1548 1.0741  0.271
H -2.4334 -1.1417 -0.2782  0.340
H -0.5589 -1.1930 -0.6102  0.321
C 1.7907 -0.2777 0.5299  -1.038

---

Entry from OMol25: one molecule with the formula C7H15NS at a distorted geometry (ωB97M-V with the def2-TZVPD basis set).

Calculated values
**Gap between HOMO and LUMO**: 0.2922 Eh
**Highest occupied orbital energy**: -7.326 eV
**SMILES**: C=[SH](=C)N1CCCCC1
**LUMO energy**: 0.02296 hartree
**ΔE to the lowest compared entry with this formula, charge and spin**: 5.730 eV

Last column: Mulliken charge in e.
Element x y z (Å)
H -0.8556 -0.2612 -2.0588  0.466
C -2.3119 -0.1847 0.3077  -0.729
H 3.4077 -0.1740 -1.3554  0.349
C -0.3347 -0.5406 -1.1453  -1.247
H -1.2926 1.7804 -1.0158  0.470
C -1.3397 -1.3102 -0.2495  -0.228
C 2.0182 -1.3237 0.9936  -1.007
H -2.0765 1.5343 1.7960  0.337
H -0.6657 0.5525 1.6118  0.297
H 1.5536 1.3826 1.0595  0.101
H -3.0817 -0.5335 1.0914  0.309
H -0.8760 -1.8105 0.6566  0.136
H -0.3229 2.6022 0.1546  0.211
C -1.4782 0.8931 1.0780  -0.296
C -0.7634 1.5942 -0.1255  -0.908
H 3.0076 1.5698 -0.9065  0.289
H -1.7862 -2.1937 -0.8990  0.305
S 1.7275 0.0989 0.1896  0.458
H -2.7774 0.2535 -0.5665  0.337
C 3.1261 0.5164 -0.6511  -1.061
H 3.0281 -1.7134 0.8210  0.348
H 0.4190 -1.1827 -1.4016  0.608
H 1.3647 -2.1218 1.1713  0.338
N 0.3101 0.5723 -0.5561  0.115

---

Entry from OMol25: C26H36BaF3N7O4P2S as an isolated structure at a distorted geometry (ωB97M-V with the def2-TZVPD basis set).

Calculated values
**Gap between HOMO and LUMO**: 0.2571 Eh
**Highest occupied orbital energy**: -6.914 eV
**LUMO energy**: 0.00307 hartree

Last column: Mulliken charge in e.
Element x y z (Å)
H -2.9118 -4.6926 -3.2742  0.445
H 6.8207 1.8765 -0.1621  0.313
C 1.7778 4.3628 -2.6514  -0.762
H -1.8293 -1.1039 -2.8400  0.102
C -1.2000 -2.3962 3.6940  -1.512
H 2.8882 4.6071 2.1171  0.283
N 3.1232 -0.2250 -0.0642  0.594
H 0.0968 -4.3259 -2.5989  0.381
C 5.3532 -0.2835 -0.1086  -0.578
O 0.9060 -2.9198 -0.1726  -0.787
H -2.4610 -0.6643 -0.0203  0.875
C 3.5739 1.0132 -0.0931  -0.532
C 0.4601 1.0691 -3.2201  -0.773
C 1.5457 2.1493 1.4110  -0.414
H -0.4852 -1.5757 3.6178  0.043
F -3.3377 5.0941 -1.2705  -0.226
F -3.3398 5.1582 0.8936  -0.224
C -0.8399 -3.5036 2.7272  1.493
H -2.1984 -2.0122 3.4821  0.404
P -0.4564 -3.5628 0.0623  0.298
H -1.1776 -2.7669 4.7214  0.463
H -4.8125 -0.0673 -0.0387  0.518
H -2.6963 -2.1825 -3.9442  0.458
H 5.5932 2.7917 -1.0522  0.302
C 4.2231 -1.0463 -0.0756  -0.958
H -2.1710 -5.2488 -1.7539  0.347
S -0.7254 3.7964 -0.1211  -0.487
H -3.5738 -4.1642 -1.7184  0.341
C -4.0621 0.7097 -0.0631  -1.215
N 0.9843 0.9088 -1.9632  0.153
C 0.7231 2.3316 -3.6565  -0.644
H 1.2136 4.8737 -1.8738  0.284
H 0.4815 3.1229 4.2897  0.403
H -3.3806 -1.7882 -2.3578  0.320
F -5.1308 4.6016 -0.1750  -0.323
H -1.7100 -5.0973 3.8523  0.456
H 4.1278 -2.1200 -0.0618  0.587
N 1.4436 3.0926 2.3825  0.460
O -1.4687 -2.7613 -0.9142  0.264
C -2.7239 0.3995 -0.0520  -0.459
C -2.0007 2.6125 -0.1125  -0.098
C -1.7453 -3.1973 -2.2938  1.569
Ba 0.5152 -0.6772 -0.0365  2.394
C 1.8211 4.4999 2.2947  -0.755
H 0.8919 -4.7325 2.2303  0.354
H 2.8465 4.4944 -2.5018  0.286
C -3.3675 3.0049 -0.1274  -0.130
C -3.7748 4.4653 -0.1692  0.480
C -1.8036 -4.6674 2.8510  -1.785
C -2.4547 -1.9985 -2.8945  -1.413
C -4.3769 2.0643 -0.1054  -0.278
P 2.5009 2.5053 -0.1221  -0.163
H -2.8296 -4.3170 2.7233  0.341
H 0.4788 2.8462 -4.5693  0.423
O -0.5882 -5.0250 0.0124  -0.816
C 5.7862 2.2078 -0.1554  -0.793
C 0.7255 2.5500 3.4123  -0.685
H 1.5687 4.9683 3.2419  0.314
N 4.9299 1.0246 -0.1206  0.211
H 1.2500 4.9754 1.4992  0.289
C -2.6526 -4.4082 -2.2504  -1.798
H -0.6895 -3.7334 -4.0678  0.470
H 0.2080 -2.6143 -3.0333  0.233
N 1.4187 2.9476 -2.6536  0.448
N 0.9743 1.0234 1.8067  0.161
H 0.7167 -4.3132 3.9386  0.481
C 0.6022 -3.9379 2.9187  -1.485
H 6.3987 -0.5375 -0.1260  0.421
C 0.4401 1.2707 3.0456  -0.593
H -5.4077 2.3840 -0.1174  0.486
H 1.5000 4.7727 -3.6185  0.314
H -1.5986 -5.4362 2.1089  0.358
H 5.6158 2.8267 0.7222  0.305
C -0.4498 -3.4864 -3.0308  -1.516
H 1.2866 -3.0974 2.7874  0.240
C 1.5325 2.0648 -1.6276  -0.341
H -0.1146 0.5294 3.5940  0.394
O -1.0253 -2.8705 1.4064  0.286
H -0.0577 0.2758 -3.7340  0.462
N -1.7148 1.2854 -0.0790  0.236

---

Entry from OMol25: C5H8LiO5 as an isolated structure at a distorted geometry (ωB97M-V with the def2-TZVPD basis set).

Calculated values
**Gap between HOMO and LUMO**: 0.2437 Eh
**Highest occupied orbital energy**: -3.776 eV
**Net charge**: -1
**LUMO energy**: 0.10496 hartree
**ΔE to the lowest compared entry with this formula, charge and spin**: 2.284 eV

Last column: Mulliken charge in e.
Element x y z (Å)
C 0.2314 0.4621 -2.9534  -0.410
H -2.2089 0.1011 2.5190  0.266
O 0.6017 -0.6638 -0.8696  -0.287
C -1.2437 0.3807 2.0538  -0.499
O -1.1181 0.0927 0.7195  -0.740
H 0.3489 1.3639 -0.9956  0.220
H 0.2223 -0.1509 3.6009  0.297
O -1.1268 0.3093 -2.9694  -0.947
H 1.9371 0.7378 -1.6204  0.316
H 0.5835 1.3886 -3.4741  0.264
C 0.8512 0.5625 -1.5588  -0.348
H 0.7712 -0.3745 -3.4672  0.176
H -0.4530 -1.5386 2.5386  0.245
O 0.9421 -0.2226 1.6887  -0.341
H -1.0105 1.4516 2.2311  0.224
O 1.5304 -1.8631 0.5139  -0.711
C 0.7697 -0.8572 0.4748  0.908
C -0.1153 -0.4918 2.6144  -0.417
Li -1.5133 -0.6876 -1.0461  0.784

---

Entry from OMol25: a 2-piece molecular cluster, CH3INPS overall at a distorted geometry (ωB97M-V with the def2-TZVPD basis set).

Calculated values
**Gap between HOMO and LUMO (alpha / beta)**: 0.2401 / 0.2402 Eh
**Highest occupied orbital energy (alpha / beta)**: -7.755 / -7.855 eV
**LUMO energy (alpha / beta)**: -0.04487 / -0.04846 hartree
**ΔE to the lowest compared entry with this formula, charge and spin**: 2.729 eV

Last column: Mulliken charge in e.
Element x y z (Å)
P -2.3346 1.3789 0.9013  -0.043
I -3.6524 2.1034 -0.9217  0.032
H 0.5384 -1.4984 0.8134  0.330
H 2.1372 -1.4919 0.2250  0.346
H 1.4672 -0.1610 1.0503  0.342
C 1.2405 -0.9247 0.3690  -0.943
N -0.0398 0.9487 -1.1478  -0.297
S 0.6435 -0.3549 -1.2895  0.234

---

| no. | molecular weight (g/mol) | E (eV) |
| --- | --- | --- |
| 1 | 1492.21 | -948918.4138 |
| 2 | 197.26 | -43287.3850 |
| 3 | 85.11 | -7795.6653 |
| 4 | 145.27 | -19820.1464 |
| 5 | 798.96 | -84433.6931 |
| 6 | 155.06 | -15755.9259 |
| 7 | 218.99 | -30796.0380 |